Computed, not measured: 2 unconnected molecules or ions with the total composition C4H13N4O2 at a distorted geometry, with ωB97M-V/def2-TZVPD.

Geometry as XYZ:
```
23
Properties=species:S:1:pos:R:3:mulliken_charge:R:1
C -0.405 2.481 0.056 -1.183
C 3.863 -1.208 -0.240 -0.862
C -1.506 1.508 -0.294 -0.378
C 2.439 -0.859 -0.320 0.221
N -3.118 -0.437 -0.164 -0.621
N -1.051 0.261 0.093 -0.642
N -1.930 -0.587 0.183 1.177
N 1.506 -0.333 0.438 -0.255
O -1.406 -1.779 0.769 -0.452
O -4.031 -1.587 -0.040 -0.425
H -0.261 2.556 1.189 0.297
H 0.535 2.124 -0.276 0.298
H -0.565 3.517 -0.145 0.410
H 4.199 -1.533 0.824 0.331
H 3.878 -1.875 -1.077 0.272
H 4.547 -0.379 -0.336 0.334
H -2.481 1.733 0.029 0.454
H -1.530 1.609 -1.336 0.248
H 1.956 -1.160 -1.296 0.311
H 0.351 -0.327 0.281 0.478
H 1.755 -0.035 1.370 0.223
H -1.838 -2.529 0.501 0.376
H -4.904 -1.159 -0.211 0.387
```

The gap between HOMO and LUMO comes out at 8.642 eV. As for the total charge: +1. For the HOMO energy, the calculation gives -12.57 eV. The value obtained for the LUMO energy is -3.93 eV. The calculation puts the energy above the lowest of the compared OMol25 structures with the same formula, charge and spin at 72.4 kcal per mole. The maximum force is 5.43 eV/A.

***

Computed, not measured: a molecular structure, C16H13O3PPd at a distorted geometry, with ωB97M-V/def2-TZVPD.

Geometry as XYZ:
```
34
Properties=species:S:1:pos:R:3:mulliken_spin:R:1
O -0.221 2.032 -4.930 0.034
C -0.558 1.574 -3.929 0.004
Pd -0.663 0.214 -2.401 1.097
C 1.041 -0.725 -2.567 0.136
C -2.248 -0.916 -2.548 0.029
O 2.138 -1.049 -2.328 -0.002
O -3.299 -1.393 -2.663 0.022
C -2.098 -0.317 1.349 0.047
P -0.803 -0.065 0.061 0.178
C -0.165 1.544 0.585 0.093
C -1.150 2.540 0.519 0.102
C -0.806 3.865 0.755 -0.019
C 0.532 4.198 1.048 0.107
C 1.522 3.200 1.096 0.011
C 1.159 1.868 0.859 0.015
C 0.223 -1.537 0.374 0.036
C 1.612 -1.532 0.439 0.029
C 2.308 -2.729 0.652 -0.005
C 1.591 -3.934 0.665 0.056
C 0.199 -3.943 0.530 -0.011
C -0.493 -2.738 0.394 0.029
H -2.833 0.489 1.322 -0.003
H -1.488 -0.301 2.284 0.015
H -2.639 -1.258 1.224 -0.002
H -2.173 2.237 0.280 0.000
H -1.571 4.648 0.703 -0.001
H 0.790 5.244 1.216 0.001
H 2.552 3.495 1.310 0.001
H 1.865 1.055 0.902 0.000
H 2.111 -0.577 0.341 -0.001
H 3.383 -2.734 0.817 0.000
H 2.118 -4.877 0.824 0.001
H -0.357 -4.886 0.535 0.000
H -1.580 -2.692 0.284 0.003
```

The gap between HOMO and LUMO (alpha / beta) comes out at 8.202 / 5.028 eV. As for the total charge: +2. For the HOMO energy (alpha / beta), the calculation gives -15.72 / -15.98 eV. The value obtained for the LUMO energy (alpha / beta) is -7.52 / -10.95 eV. Its spin multiplicity is 3. The maximum force is 7.09 eV/A. Its expectation value of S² is 2.0162.